(1)
{"formula": "C53H49InN7O13PS", "method": "ωB97M-V/def2-TZVPD", "homo_ev": -2.340, "total_charge": -2, "multiplicity": 1, "relative_energy_ev": 0.000, "elements": ["In", "C", "O", "C", "C", "C", "C", "C", "C", "N", "N", "C", "O", "C", "C", "C", "C", "C", "C", "C", "O", "H", "H", "H", "H", "H", "H", "H", "H", "H", "H", "H", "H", "C", "N", "C", "C", "C", "N", "C", "C", "O", "H", "H", "H", "H", "H", "H", "H", "H", "H", "H", "H", "H", "N", "P", "C", "C", "C", "C", "C", "C", "C", "C", "C", "C", "C", "C", "C", "C", "C", "C", "C", "C", "H", "H", "H", "H", "H", "H", "H", "H", "H", "H", "H", "H", "H", "H", "H", "O", "C", "O", "C", "C", "C", "C", "C", "C", "N", "O", "O", "N", "O", "O", "H", "H", "H", "C", "C", "C", "C", "C", "C", "C", "S", "O", "O", "O", "H", "H", "H", "H", "H", "H", "H"], "positions_angstrom": [[0.08, 0.02, -0.41], [0.17, 5.51, -2.98], [0.31, 4.42, -2.10], [1.55, 3.87, -2.02], [2.65, 4.36, -2.69], [3.92, 3.76, -2.51], [4.05, 2.70, -1.67], [2.92, 2.15, -1.01], [3.13, 1.05, -0.09], [2.19, 0.36, 0.41], [2.54, -0.56, 1.40], [1.46, -0.96, 1.98], [0.25, -0.57, 1.71], [1.62, -1.96, 3.08], [0.52, -2.30, 3.85], [0.64, -3.22, 4.89], [1.87, -3.81, 5.16], [2.97, -3.48, 4.37], [2.85, -2.56, 3.34], [1.63, 2.71, -1.18], [0.57, 2.27, -0.61], [-0.86, 5.84, -2.91], [0.84, 6.34, -2.71], [0.38, 5.21, -4.01], [2.56, 5.21, -3.35], [4.78, 4.16, -3.04], [5.01, 2.23, -1.51], [4.15, 0.83, 0.23], [-0.43, -1.84, 3.62], [-0.22, -3.47, 5.50], [1.97, -4.52, 5.97], [3.94, -3.95, 4.56], [3.69, -2.29, 2.72], [-3.43, -0.91, 1.92], [-3.72, -1.93, 0.92], [-5.11, -2.26, 0.73], [-5.24, -3.55, -0.05], [-4.45, -3.41, -1.33], [-3.07, -3.08, -1.03], [-2.15, -3.21, -2.15], [-2.74, -2.23, 0.00], [-1.60, -1.79, 0.12], [-3.74, -1.29, 2.91], [-3.96, 0.02, 1.70], [-2.37, -0.70, 1.93], [-5.63, -1.45, 0.20], [-5.58, -2.35, 1.71], [-6.29, -3.78, -0.25], [-4.81, -4.37, 0.54], [-4.91, -2.64, -1.97], [-4.46, -4.34, -1.90], [-2.12, -4.25, -2.48], [-1.16, -2.89, -1.85], [-2.47, -2.58, -2.98], [-0.61, -0.02, -2.33], [-0.39, -0.05, -3.83], [-1.56, -1.19, -4.71], [-2.86, -0.74, -4.98], [-3.80, -1.58, -5.57], [-3.46, -2.88, -5.90], [-2.19, -3.35, -5.61], [-1.25, -2.51, -5.01], [1.19, -0.29, -4.73], [2.33, 0.24, -4.13], [3.57, 0.10, -4.74], [3.68, -0.56, -5.95], [2.55, -1.06, -6.57], [1.30, -0.93, -5.96], [-0.92, 1.60, -4.50], [-0.47, 2.17, -5.70], [-0.95, 3.41, -6.12], [-1.88, 4.09, -5.34], [-2.30, 3.55, -4.13], [-1.81, 2.33, -3.71], [-3.14, 0.27, -4.71], [-4.79, -1.20, -5.79], [-4.19, -3.53, -6.38], [-1.92, -4.38, -5.83], [-0.26, -2.89, -4.77], [2.25, 0.75, -3.18], [4.45, 0.51, -4.24], [4.66, -0.69, -6.42], [2.63, -1.57, -7.52], [0.43, -1.32, -6.46], [0.25, 1.65, -6.31], [-0.60, 3.84, -7.04], [-2.26, 5.06, -5.67], [-3.01, 4.09, -3.51], [-2.08, 1.92, -2.74], [-3.46, 2.51, 0.29], [-2.31, 2.11, 0.51], [-1.83, 0.99, 0.19], [-1.40, 3.06, 1.27], [-0.30, 2.60, 1.99], [0.48, 3.51, 2.68], [0.21, 4.87, 2.68], [-0.89, 5.29, 1.96], [-1.70, 4.41, 1.27], [-1.23, 6.72, 1.98], [-0.53, 7.47, 2.64], [-2.19, 7.09, 1.34], [1.63, 3.03, 3.48], [2.29, 3.87, 4.08], [1.83, 1.84, 3.51], [-0.07, 1.54, 2.04], [0.83, 5.56, 3.22], [-2.57, 4.75, 0.73], [3.94, -8.13, 0.03], [3.47, -6.76, -0.39], [2.30, -6.59, -1.12], [1.87, -5.32, -1.50], [2.62, -4.20, -1.16], [3.79, -4.36, -0.43], [4.21, -5.62, -0.05], [2.11, -2.58, -1.70], [3.32, -1.77, -1.73], [1.48, -2.78, -3.00], [1.16, -2.18, -0.64], [3.26, -8.90, -0.34], [3.99, -8.21, 1.12], [4.94, -8.34, -0.37], [1.71, -7.46, -1.40], [0.96, -5.18, -2.09], [4.37, -3.47, -0.18], [5.12, -5.74, 0.53]]}


(2)
{"formula": "C24H60BO18", "method": "ωB97M-V/def2-TZVPD", "homo_ev": [0.990, -3.051], "total_charge": -2, "s2": 0.75, "multiplicity": 2, "relative_energy_ev": 0.526, "elements": ["O", "C", "O", "B", "O", "C", "O", "O", "C", "O", "C", "O", "O", "C", "O", "H", "H", "H", "H", "C", "O", "H", "H", "H", "H", "C", "O", "H", "H", "H", "H", "C", "O", "H", "H", "H", "H", "C", "O", "H", "H", "H", "H", "C", "C", "C", "O", "H", "H", "H", "H", "H", "H", "H", "H", "C", "C", "C", "O", "H", "H", "H", "H", "H", "H", "H", "H", "C", "C", "C", "O", "H", "H", "H", "H", "H", "H", "H", "H", "C", "C", "C", "O", "H", "H", "H", "H", "H", "H", "H", "H", "C", "C", "C", "O", "H", "H", "H", "H", "H", "H", "H", "H"], "positions_angstrom": [[1.35, 3.81, 0.79], [0.68, 2.82, 0.50], [0.90, 1.93, -0.46], [0.07, 0.74, -0.27], [-0.80, 1.07, 0.93], [-0.47, 2.28, 1.40], [-0.88, 2.84, 2.41], [0.85, -0.50, -0.10], [0.56, -1.42, -0.98], [1.13, -2.49, -1.13], [-0.51, -0.83, -1.91], [-0.85, 0.39, -1.39], [-0.88, -1.38, -2.94], [0.57, -3.89, -4.26], [-0.79, -4.37, -4.02], [0.59, -2.81, -4.34], [1.26, -4.12, -3.45], [0.94, -4.28, -5.20], [-1.01, -4.24, -3.09], [-3.14, -1.80, 0.62], [-3.37, -2.30, -0.72], [-2.69, -2.56, 1.25], [-2.47, -0.94, 0.59], [-4.10, -1.55, 1.07], [-3.92, -1.64, -1.15], [3.47, 6.58, -0.82], [3.04, 5.76, 0.20], [3.07, 7.58, -0.96], [4.55, 6.70, -0.82], [3.24, 6.12, -1.79], [3.05, 4.87, -0.16], [0.61, 5.18, 4.10], [1.56, 5.31, 2.98], [0.96, 5.60, 5.04], [-0.24, 5.77, 3.76], [0.27, 4.17, 4.30], [1.10, 4.74, 2.35], [-1.73, 6.57, 1.45], [-0.46, 6.16, 1.01], [-1.64, 7.09, 2.40], [-2.12, 7.39, 0.85], [-2.44, 5.74, 1.49], [-0.60, 5.61, 0.23], [4.20, -0.82, -1.25], [4.89, 0.01, -0.15], [3.88, 0.30, 0.98], [5.94, -0.73, 0.37], [4.64, -0.81, -2.24], [3.21, -0.38, -1.40], [3.98, -1.84, -0.93], [5.17, 0.97, -0.58], [3.43, -0.60, 1.38], [3.00, 0.81, 0.61], [4.32, 0.95, 1.74], [6.57, -0.77, -0.35], [-2.91, 0.10, -5.13], [-1.83, -0.50, -6.11], [-0.58, 0.42, -6.18], [-1.49, -1.80, -5.72], [-2.93, 1.19, -5.17], [-2.79, -0.13, -4.07], [-3.88, -0.29, -5.44], [-2.25, -0.62, -7.10], [-0.75, 1.41, -6.62], [0.22, -0.18, -6.62], [-0.19, 0.63, -5.19], [-1.46, -1.82, -4.76], [-0.43, -0.88, 3.22], [-0.05, -2.29, 2.70], [1.38, -2.77, 3.01], [-0.96, -3.19, 3.32], [-1.43, -0.64, 2.86], [0.36, -0.25, 2.81], [-0.30, -0.73, 4.29], [-0.18, -2.30, 1.62], [1.76, -2.66, 4.02], [2.09, -2.22, 2.39], [1.49, -3.83, 2.80], [-0.83, -3.06, 4.26], [-6.31, 2.22, 1.95], [-5.55, 0.95, 2.38], [-4.07, 1.18, 2.55], [-6.05, 0.42, 3.60], [-7.32, 1.90, 1.67], [-5.87, 2.65, 1.05], [-6.39, 2.92, 2.78], [-5.62, 0.15, 1.65], [-3.48, 0.30, 2.78], [-3.78, 1.78, 3.41], [-3.59, 1.56, 1.65], [-5.46, -0.30, 3.82], [2.19, -7.07, 0.25], [2.10, -5.54, 0.18], [3.25, -4.80, 0.82], [1.91, -5.05, -1.11], [2.19, -7.46, 1.27], [3.03, -7.51, -0.29], [1.34, -7.53, -0.25], [1.24, -5.23, 0.77], [4.21, -5.05, 0.37], [3.29, -5.00, 1.89], [3.19, -3.72, 0.72], [1.56, -4.16, -1.04]]}


(3)
{"formula": "C28H49N13O16", "method": "ωB97M-V/def2-TZVPD", "homo_ev": -8.188, "multiplicity": 1, "relative_energy_ev": 0.938, "elements": ["C", "N", "O", "O", "H", "H", "H", "C", "N", "O", "O", "H", "H", "H", "C", "N", "O", "O", "H", "H", "H", "C", "N", "O", "O", "H", "H", "H", "C", "N", "O", "O", "H", "H", "H", "C", "N", "O", "O", "H", "H", "H", "C", "N", "O", "O", "H", "H", "H", "C", "N", "O", "O", "H", "H", "H", "N", "C", "C", "C", "C", "H", "H", "H", "H", "H", "N", "C", "C", "C", "C", "H", "H", "H", "H", "H", "N", "C", "C", "C", "C", "H", "H", "H", "H", "H", "N", "C", "C", "C", "C", "H", "H", "H", "H", "H", "N", "C", "C", "C", "C", "H", "H", "H", "H", "H"], "positions_angstrom": [[6.02, -2.43, 21.17], [4.84, -3.15, 20.54], [3.82, -3.06, 21.25], [4.92, -3.80, 19.55], [6.71, -2.40, 20.35], [6.28, -2.89, 22.09], [5.57, -1.45, 21.20], [8.56, -10.30, 14.78], [9.70, -10.25, 13.80], [10.46, -9.31, 13.89], [9.81, -11.12, 12.99], [8.89, -10.08, 15.82], [8.08, -11.31, 14.76], [7.86, -9.60, 14.40], [9.17, -9.40, 19.93], [9.39, -10.74, 19.27], [10.15, -11.53, 19.80], [8.84, -10.82, 18.20], [9.62, -8.66, 19.29], [9.63, -9.42, 20.93], [8.10, -9.30, 19.99], [13.16, -6.81, 12.99], [12.58, -7.24, 14.28], [13.18, -7.86, 15.10], [11.47, -6.74, 14.50], [13.44, -5.75, 13.00], [12.57, -7.06, 12.11], [14.07, -7.38, 12.85], [3.51, -5.64, 15.34], [3.87, -5.81, 16.68], [5.04, -6.10, 16.94], [2.97, -5.77, 17.43], [4.44, -5.75, 14.72], [3.17, -4.59, 15.35], [2.69, -6.33, 15.06], [10.11, -1.09, 16.95], [9.50, -1.57, 18.22], [10.22, -2.15, 19.01], [8.31, -1.37, 18.36], [11.17, -1.35, 16.86], [9.89, 0.02, 16.91], [9.51, -1.70, 16.17], [3.95, -9.26, 17.45], [4.96, -9.51, 16.33], [5.68, -10.49, 16.36], [4.99, -8.69, 15.45], [2.95, -9.19, 16.94], [4.27, -8.37, 17.95], [4.05, -10.11, 18.13], [3.37, -6.31, 20.54], [4.73, -6.77, 20.83], [5.51, -6.02, 21.40], [4.91, -7.89, 20.53], [3.31, -5.52, 19.77], [3.02, -5.81, 21.48], [2.60, -7.00, 20.31], [12.38, -6.49, 19.92], [13.00, -5.63, 19.08], [13.68, -6.39, 18.21], [13.59, -7.76, 18.51], [12.72, -7.79, 19.55], [11.71, -6.35, 20.63], [13.01, -4.56, 19.15], [14.25, -5.96, 17.34], [13.94, -8.60, 17.92], [12.34, -8.61, 20.10], [9.85, -4.01, 21.10], [9.33, -5.19, 21.67], [10.09, -5.44, 22.81], [11.02, -4.36, 22.95], [10.86, -3.56, 21.88], [9.60, -3.51, 20.31], [8.48, -5.69, 21.18], [9.97, -6.38, 23.38], [11.75, -4.36, 23.72], [11.47, -2.69, 21.53], [8.10, -4.82, 14.69], [8.55, -5.27, 13.48], [8.47, -4.27, 12.57], [7.91, -3.13, 13.29], [7.69, -3.52, 14.57], [8.01, -5.40, 15.58], [8.78, -6.30, 13.35], [8.75, -4.26, 11.55], [7.52, -2.24, 12.87], [7.30, -3.00, 15.42], [11.37, -3.53, 14.39], [11.91, -2.37, 13.81], [13.01, -1.98, 14.50], [13.21, -2.98, 15.49], [12.16, -3.86, 15.43], [10.52, -3.99, 14.04], [11.35, -1.87, 13.02], [13.73, -1.26, 14.16], [13.99, -2.96, 16.26], [11.89, -4.67, 16.10], [10.13, -6.72, 17.41], [9.52, -6.00, 18.36], [8.13, -6.16, 18.29], [7.93, -6.96, 17.14], [9.21, -7.35, 16.63], [11.12, -6.82, 17.21], [9.96, -5.45, 19.17], [7.36, -5.74, 18.97], [7.01, -7.43, 16.74], [9.54, -7.92, 15.79]]}


(4)
{"formula": "C35H38BrINO2PRhSi2", "method": "ωB97M-V/def2-TZVPD", "homo_ev": [-10.509, -11.521], "total_charge": 1, "s2": 6.08, "multiplicity": 5, "elements": ["Rh", "I", "C", "C", "C", "C", "C", "C", "C", "C", "C", "P", "C", "C", "C", "C", "C", "C", "C", "C", "C", "C", "C", "C", "C", "H", "H", "H", "H", "H", "H", "H", "H", "H", "H", "H", "H", "H", "H", "H", "H", "Br", "C", "C", "N", "C", "C", "C", "C", "O", "O", "H", "H", "H", "C", "Si", "C", "C", "C", "Si", "C", "C", "C", "H", "H", "H", "H", "H", "H", "H", "H", "H", "H", "H", "H", "H", "H", "H", "H", "H", "H", "H"], "positions_angstrom": [[-1.03, -0.23, 0.40], [-2.25, -1.45, -1.80], [-0.52, -2.51, -2.28], [-0.66, -3.83, -2.47], [0.42, -4.62, -3.02], [1.45, -3.99, -3.63], [1.55, -2.57, -3.59], [2.32, -1.89, -4.53], [2.29, -0.52, -4.60], [1.55, 0.23, -3.63], [0.86, -0.33, -2.62], [0.34, 0.80, -1.26], [-0.44, 2.20, -2.11], [-0.43, 3.45, -1.50], [-1.12, 4.51, -2.07], [-1.84, 4.33, -3.24], [-1.86, 3.08, -3.85], [-1.17, 2.02, -3.29], [1.93, 1.43, -0.63], [2.69, 2.39, -1.29], [3.92, 2.77, -0.77], [4.40, 2.19, 0.40], [3.64, 1.24, 1.06], [2.41, 0.87, 0.55], [0.82, -1.84, -2.48], [-1.60, -4.31, -2.26], [0.31, -5.70, -3.07], [2.16, -4.55, -4.23], [2.89, -2.46, -5.24], [2.85, 0.01, -5.36], [1.58, 1.31, -3.71], [0.12, 3.60, -0.58], [-1.10, 5.48, -1.59], [-2.38, 5.16, -3.68], [-2.42, 2.94, -4.77], [-1.19, 1.05, -3.78], [2.33, 2.86, -2.19], [4.51, 3.52, -1.28], [5.37, 2.49, 0.79], [4.01, 0.79, 1.98], [1.80, 0.15, 1.10], [2.88, -3.21, 4.93], [3.17, -3.14, 3.07], [4.42, -3.46, 2.55], [4.68, -3.43, 1.25], [3.71, -3.08, 0.41], [2.43, -2.75, 0.85], [2.15, -2.79, 2.21], [1.35, -2.34, -0.07], [1.76, -2.17, -1.31], [0.20, -2.16, 0.31], [5.23, -3.74, 3.21], [3.95, -3.06, -0.64], [1.16, -2.55, 2.58], [-0.29, 2.97, 2.19], [-1.94, 2.09, 2.25], [-2.98, 2.47, 0.74], [-2.82, 2.70, 3.78], [-1.65, 0.23, 2.37], [-3.06, -0.99, 2.64], [-2.41, -2.73, 2.56], [-3.77, -0.69, 4.34], [-4.46, -0.71, 1.43], [-0.44, 4.04, 2.02], [0.38, 2.59, 1.41], [0.22, 2.85, 3.15], [-2.93, 3.54, 0.51], [-4.03, 2.22, 0.93], [-2.67, 1.93, -0.16], [-2.74, 3.79, 3.86], [-2.37, 2.26, 4.68], [-3.88, 2.44, 3.78], [-0.79, -0.02, 3.00], [-1.74, -2.92, 3.40], [-1.85, -2.93, 1.64], [-3.22, -3.46, 2.62], [-2.99, -0.61, 5.10], [-4.44, -1.51, 4.62], [-4.36, 0.24, 4.36], [-4.15, -0.55, 0.40], [-5.05, 0.15, 1.73], [-5.12, -1.59, 1.44]]}


(5)
{"formula": "C4H7ClN2S", "method": "ωB97M-V/def2-TZVPD", "smiles": "CNN1C[C@@H](Cl)C1=S", "homo_ev": -8.768, "multiplicity": 1, "relative_energy_ev": 1.924, "elements": ["C", "N", "N", "C", "C", "Cl", "C", "S", "H", "H", "H", "H", "H", "H", "H"], "positions_angstrom": [[1.81, -0.58, -1.28], [1.07, 0.55, -0.74], [0.04, 0.07, 0.08], [-0.24, 0.65, 1.39], [-1.59, -0.10, 1.28], [-3.02, 0.95, 1.59], [-1.22, -0.31, -0.23], [-1.87, -0.88, -1.66], [2.45, -0.16, -2.09], [2.33, -1.06, -0.48], [1.16, -1.30, -1.84], [0.69, 1.12, -1.57], [-0.32, 1.71, 1.46], [0.44, 0.26, 2.14], [-1.73, -0.93, 1.94]]}


(6)
{"formula": "C20H32Br4O12", "method": "ωB97M-V/def2-TZVPD", "smiles": "C[C@H]1COC(=O)O1.C[C@H]1COC(=O)O1.C[C@H]1COC(=O)O1.C[C@H]1COC(=O)O1.BrCCBr.BrCCBr", "homo_ev": -9.974, "multiplicity": 1, "relative_energy_ev": 0.060, "elements": ["C", "C", "C", "O", "C", "O", "O", "H", "H", "H", "H", "H", "H", "C", "C", "C", "O", "C", "O", "O", "H", "H", "H", "H", "H", "H", "C", "C", "C", "O", "C", "O", "O", "H", "H", "H", "H", "H", "H", "C", "C", "C", "O", "C", "O", "O", "H", "H", "H", "H", "H", "H", "Br", "C", "C", "Br", "H", "H", "H", "H", "Br", "C", "C", "Br", "H", "H", "H", "H"], "positions_angstrom": [[-17.52, -3.47, -23.92], [-17.51, -2.54, -25.11], [-17.25, -3.24, -26.46], [-18.54, -3.40, -27.02], [-19.42, -2.60, -26.38], [-20.55, -2.43, -26.69], [-18.79, -1.97, -25.38], [-17.88, -3.05, -22.98], [-16.47, -3.72, -23.72], [-18.01, -4.43, -24.07], [-16.75, -1.76, -24.99], [-16.76, -4.21, -26.42], [-16.63, -2.62, -27.11], [-21.50, 2.19, -29.79], [-22.75, 2.03, -28.92], [-22.87, 0.69, -28.22], [-22.13, 0.99, -27.02], [-22.14, 2.29, -26.81], [-21.59, 2.84, -25.91], [-22.74, 2.96, -27.85], [-21.50, 3.13, -30.35], [-21.51, 1.43, -30.57], [-20.56, 2.24, -29.24], [-23.57, 2.19, -29.62], [-22.46, -0.18, -28.72], [-23.94, 0.55, -28.03], [-23.16, -2.20, -22.72], [-21.83, -2.17, -23.44], [-21.54, -0.95, -24.30], [-20.22, -0.57, -23.97], [-19.78, -1.35, -22.93], [-18.70, -1.19, -22.45], [-20.66, -2.25, -22.59], [-23.30, -3.12, -22.15], [-23.93, -2.14, -23.49], [-23.35, -1.41, -21.99], [-21.73, -3.08, -24.04], [-22.27, -0.17, -24.06], [-21.72, -1.14, -25.36], [-16.25, 1.26, -21.77], [-15.82, 1.56, -20.30], [-14.75, 0.54, -19.90], [-13.74, 1.39, -19.32], [-13.87, 2.63, -19.83], [-13.02, 3.46, -19.74], [-15.08, 2.79, -20.36], [-15.40, 1.18, -22.44], [-16.91, 2.07, -22.07], [-16.91, 0.39, -21.79], [-16.76, 1.67, -19.77], [-14.30, -0.07, -20.67], [-15.10, -0.10, -19.08], [-17.45, 4.24, -29.57], [-16.94, 3.03, -31.04], [-18.05, 2.04, -31.33], [-17.51, 0.87, -32.85], [-16.00, 2.55, -30.77], [-16.81, 3.66, -31.92], [-18.97, 2.50, -31.64], [-18.25, 1.41, -30.47], [-17.97, 0.29, -27.72], [-18.58, 1.12, -26.03], [-18.07, 2.52, -25.95], [-18.50, 3.11, -24.13], [-18.34, 0.52, -25.15], [-19.67, 1.06, -26.04], [-18.55, 3.21, -26.64], [-16.99, 2.58, -26.02]]}